{"formula": "C5H12N4O", "method": "the ωB97M-V functional and the def2-TZVPD basis", "spin_multiplicity": 1, "e_tot_ha": -491.30623, "charge": 2, "gap_ev": 8.42, "e_above_lowest_kcal_mol": 47.3, "max_force_ev_per_a": 4.5, "species": ["C", "C", "C", "C", "C", "N", "N", "N", "N", "O", "H", "H", "H", "H", "H", "H", "H", "H", "H", "H", "H", "H"], "positions_angstrom": [[10.814, -0.025, -0.360], [10.304, -1.030, 0.083], [11.318, 1.128, -0.804], [-2.408, 1.170, 0.413], [-7.290, -0.467, -1.358], [9.778, -2.190, 0.366], [-1.516, 2.139, 0.576], [-3.265, 0.437, 0.173], [-6.321, -0.982, -0.342], [10.947, 2.262, -0.375], [12.148, 1.126, -1.650], [-7.607, 0.630, -1.225], [-7.013, -0.695, -2.377], [-8.219, -1.204, -1.223], [8.916, -2.119, 0.885], [10.154, -3.103, 0.307], [-0.983, 2.179, -0.284], [-1.024, 2.013, 1.466], [-6.946, -1.046, 0.459], [-6.047, -1.886, -0.641], [-5.377, -0.390, -0.278], [11.158, 3.130, -0.641]]}

=====

{"formula": "C5H12N4O2", "method": "the ωB97M-V functional and the def2-TZVPD basis", "spin_multiplicity": 1, "e_tot_ha": -566.54204, "charge": 2, "gap_ev": [8.65, 8.65], "e_above_lowest_kcal_mol": 5.1, "max_force_ev_per_a": 5.6, "species": ["C", "C", "C", "C", "C", "N", "N", "N", "N", "O", "O", "H", "H", "H", "H", "H", "H", "H", "H", "H", "H", "H", "H"], "positions_angstrom": [[-0.155, 0.861, 0.380], [1.020, 0.198, -0.525], [2.059, -0.749, 0.414], [-0.969, -0.315, -1.422], [-2.649, 0.677, 0.194], [-1.304, 0.461, -0.307], [0.329, -0.385, -1.592], [2.031, 1.185, -1.000], [-0.051, 1.547, 1.473], [2.560, -0.304, 1.355], [0.022, -2.636, 0.423], [2.298, -1.777, -0.067], [-1.793, -0.693, -2.066], [-2.859, 1.787, 0.113], [-3.245, -0.041, -0.308], [-2.680, 0.470, 1.286], [0.922, -0.587, -2.367], [2.989, 1.050, -0.730], [1.853, 2.104, -0.739], [0.850, 1.750, 1.933], [-0.890, 1.707, 1.972], [-0.916, -3.011, 0.655], [0.576, -3.299, 0.925]]}

=====

{"formula": "C5H12N5", "method": "the ωB97M-V functional and the def2-TZVPD basis", "spin_multiplicity": 1, "e_tot_ha": -471.05771, "charge": 1, "gap_ev": [7.82, 7.50], "e_above_lowest_kcal_mol": 157.4, "max_force_ev_per_a": 4.5, "species": ["C", "C", "C", "C", "C", "N", "N", "N", "N", "N", "H", "H", "H", "H", "H", "H", "H", "H", "H", "H", "H", "H"], "positions_angstrom": [[-0.976, 2.275, 0.366], [0.821, 0.641, 0.118], [0.015, 1.709, -0.600], [2.832, -0.348, 1.028], [-2.921, -1.767, -0.449], [-1.679, 1.477, 1.104], [0.110, -0.087, 0.965], [2.153, 0.611, 0.193], [-2.357, -0.535, -0.444], [-1.235, 0.102, 1.122], [-1.129, 3.361, 0.351], [-0.445, 1.537, -1.544], [0.750, 2.499, -0.894], [3.890, -0.376, 0.864], [2.489, -0.476, 2.075], [2.599, -1.464, 0.651], [-3.349, -1.743, -1.417], [-2.106, -2.577, -0.388], [-3.798, -1.912, 0.168], [2.573, 1.119, -0.604], [-2.978, 0.256, -0.478], [-1.700, -0.300, 1.963]]}

=====

{"formula": "C5H12N5S", "method": "the ωB97M-V functional and the def2-TZVPD basis", "spin_multiplicity": 1, "e_tot_ha": -869.26416, "charge": 1, "gap_ev": [7.10, 5.96], "e_above_lowest_kcal_mol": 73.4, "max_force_ev_per_a": 4.6, "species": ["C", "C", "C", "C", "C", "N", "N", "N", "N", "N", "S", "H", "H", "H", "H", "H", "H", "H", "H", "H", "H", "H", "H"], "positions_angstrom": [[-0.662, 1.667, -0.112], [-2.347, 0.049, -0.153], [0.160, 0.718, -0.950], [0.785, -0.574, -0.143], [2.008, -1.168, -0.889], [-0.292, -1.540, -0.346], [-1.942, 1.291, 0.119], [-0.106, 2.772, 0.289], [1.057, -0.481, 1.226], [-0.519, -2.477, 0.542], [-3.886, -0.459, -0.101], [-0.567, 0.397, -1.617], [1.107, 1.100, -1.279], [2.610, -0.498, -1.300], [1.768, -1.734, -1.687], [2.448, -1.877, -0.195], [-2.507, 2.077, 0.494], [0.900, 2.735, 0.138], [-0.621, 3.274, 0.999], [1.670, 0.347, 1.313], [0.327, -0.439, 1.896], [-1.438, -2.870, 0.426], [0.047, -2.311, 1.331]]}

=====

{"formula": "C5H12N6", "method": "the ωB97M-V functional and the def2-TZVPD basis", "smiles": "N#C[C@H]1CN1.CN(N)/C=N\\N", "spin_multiplicity": 1, "e_tot_ha": -526.12027, "gap_ev": 9.28, "e_above_lowest_kcal_mol": 34.4, "max_force_ev_per_a": 1.0, "species": ["N", "C", "C", "C", "N", "H", "H", "H", "H", "C", "N", "N", "C", "N", "N", "H", "H", "H", "H", "H", "H", "H", "H"], "positions_angstrom": [[3.794, 0.443, -1.813], [3.057, -0.447, -1.834], [2.133, -1.570, -1.832], [0.685, -1.360, -1.590], [1.178, -1.627, -2.930], [2.588, -2.502, -1.466], [0.315, -0.354, -1.430], [0.151, -2.161, -1.049], [1.025, -2.586, -3.197], [-1.490, 0.868, 2.601], [-1.608, 0.667, 1.162], [-2.972, 0.616, 0.779], [-0.804, 1.518, 0.367], [0.458, 1.453, 0.273], [1.082, 0.479, 1.043], [-2.005, 0.034, 3.115], [-0.430, 0.886, 2.872], [-1.948, 1.823, 2.918], [-3.341, 1.567, 0.604], [-3.033, 0.088, -0.101], [-1.320, 2.268, -0.225], [1.983, 0.256, 0.608], [0.500, -0.360, 1.125]]}

=====

{"formula": "C5H12NO", "method": "the ωB97M-V functional and the def2-TZVPD basis", "spin_multiplicity": 1, "e_tot_ha": -327.65121, "charge": -1, "gap_ev": 6.14, "e_above_lowest_kcal_mol": 28.1, "max_force_ev_per_a": 1.7, "species": ["C", "C", "C", "C", "H", "H", "H", "H", "H", "H", "H", "H", "N", "C", "O", "H", "H", "H", "H"], "positions_angstrom": [[0.296, -1.159, -1.066], [0.498, 0.353, -1.238], [-0.440, 1.200, -0.816], [1.809, 0.975, -1.659], [-0.077, -1.624, -2.023], [-0.508, -1.396, -0.322], [1.237, -1.565, -0.703], [-0.239, 2.281, -0.700], [-1.431, 0.862, -0.508], [1.701, 2.046, -1.915], [2.222, 0.559, -2.586], [2.573, 0.866, -0.842], [-1.787, -0.808, 1.425], [-0.621, -0.202, 2.218], [-0.419, -0.813, 3.377], [-2.616, -0.430, 1.843], [-1.695, -1.783, 1.750], [0.296, -0.305, 1.449], [-0.798, 0.943, 2.317]]}

=====

{"formula": "C5H12NO", "method": "the ωB97M-V functional and the def2-TZVPD basis", "smiles": "CN[C@@H](C)CC[O-]", "spin_multiplicity": 1, "e_tot_ha": -327.60665, "charge": -1, "gap_ev": 5.95, "e_above_lowest_kcal_mol": 56.1, "max_force_ev_per_a": 4.4, "species": ["C", "N", "C", "C", "C", "C", "O", "H", "H", "H", "H", "H", "H", "H", "H", "H", "H", "H", "H"], "positions_angstrom": [[1.570, 0.712, -1.678], [0.820, -0.567, -1.232], [-0.039, -0.125, -0.186], [-1.234, 0.501, -0.810], [-0.306, -1.161, 0.937], [-0.654, -0.289, 2.213], [-1.112, 1.016, 2.054], [2.457, 0.440, -2.298], [0.844, 1.471, -2.328], [1.966, 1.470, -0.976], [1.322, -1.361, -0.911], [0.471, 0.727, 0.368], [-1.672, -0.311, -1.415], [-1.941, 0.633, -0.051], [-0.942, 1.289, -1.445], [0.527, -1.666, 1.310], [-1.234, -1.799, 0.637], [0.370, -0.183, 2.805], [-1.213, -0.795, 3.006]]}

=====

{"formula": "C5H12NO", "method": "the ωB97M-V functional and the def2-TZVPD basis", "smiles": "CCCCNC[O-]", "spin_multiplicity": 1, "e_tot_ha": -327.65757, "charge": -1, "gap_ev": 6.23, "e_above_lowest_kcal_mol": 24.1, "max_force_ev_per_a": 2.9, "species": ["C", "C", "C", "C", "N", "C", "O", "H", "H", "H", "H", "H", "H", "H", "H", "H", "H", "H", "H"], "positions_angstrom": [[-1.723, 1.853, 1.633], [-1.597, 1.371, 0.115], [-0.179, 1.367, -0.366], [0.691, 0.276, 0.248], [0.100, -1.136, 0.045], [0.809, -1.982, -1.029], [2.133, -1.956, -0.851], [-1.143, 1.142, 2.086], [-2.728, 1.831, 2.023], [-1.218, 2.879, 1.797], [-2.259, 2.045, -0.397], [-2.025, 0.335, -0.094], [-0.118, 1.064, -1.469], [0.288, 2.344, -0.237], [0.758, 0.540, 1.381], [1.724, 0.258, -0.148], [0.146, -1.665, 0.907], [0.337, -2.980, -0.919], [0.469, -1.503, -2.044]]}

=====

{"formula": "C5H12NO", "method": "the ωB97M-V functional and the def2-TZVPD basis", "spin_multiplicity": 1, "e_tot_ha": -327.51448, "charge": -1, "gap_ev": 5.85, "e_above_lowest_kcal_mol": 113.9, "max_force_ev_per_a": 3.1, "species": ["C", "C", "C", "C", "C", "O", "N", "H", "H", "H", "H", "H", "H", "H", "H", "H", "H", "H", "H"], "positions_angstrom": [[1.619, 0.912, -1.602], [0.233, 0.813, -1.007], [0.183, 0.648, 0.502], [-1.259, 0.138, 0.914], [-1.186, -1.267, 1.569], [-0.322, -1.467, 2.574], [-0.800, 1.068, -1.762], [2.358, 0.117, -1.454], [1.555, 0.990, -2.689], [1.340, 1.915, -1.131], [1.425, -2.335, -0.400], [0.801, -0.160, 0.945], [0.416, 1.529, 1.097], [-1.763, 0.000, -0.039], [-1.770, 0.774, 1.638], [-2.245, -1.605, 1.692], [-0.890, -1.973, 0.694], [1.297, -2.157, 0.312], [-0.993, 2.059, -1.853]]}

=====

{"formula": "C5H12NO", "method": "the ωB97M-V functional and the def2-TZVPD basis", "spin_multiplicity": 2, "e_tot_ha": -327.57150, "gap_ev": [6.66, 10.04], "e_above_lowest_kcal_mol": 34.9, "max_force_ev_per_a": 3.7, "species": ["C", "O", "C", "C", "C", "C", "N", "H", "H", "H", "H", "H", "H", "H", "H", "H", "H", "H", "H"], "positions_angstrom": [[-0.777, -1.260, 1.159], [-1.476, -0.042, 1.594], [-0.610, -1.456, -0.351], [0.653, -0.892, -1.023], [1.152, 0.505, -0.644], [0.425, 2.744, -0.171], [0.066, 1.442, -0.337], [-1.278, -2.145, 1.484], [0.167, -1.104, 1.692], [-1.688, -0.238, 2.531], [-0.838, -2.569, -0.362], [-1.517, -1.261, -0.981], [0.493, -0.961, -2.142], [1.360, -1.763, -1.045], [1.627, 0.955, -1.541], [1.875, 0.444, 0.170], [-0.337, 3.553, -0.255], [1.470, 2.918, -0.147], [-0.766, 1.129, 0.369]]}

=====

{"formula": "C5H12NO", "method": "the ωB97M-V functional and the def2-TZVPD basis", "spin_multiplicity": 1, "e_tot_ha": -327.36014, "charge": 1, "gap_ev": 11.04, "e_above_lowest_kcal_mol": 62.4, "max_force_ev_per_a": 4.9, "species": ["C", "C", "C", "C", "C", "N", "O", "H", "H", "H", "H", "H", "H", "H", "H", "H", "H", "H", "H"], "positions_angstrom": [[-1.800, 0.673, 0.116], [1.384, -0.149, -1.657], [0.255, 1.950, 0.493], [-0.236, -1.886, 1.285], [0.331, -0.698, -0.779], [-0.570, 0.774, -0.072], [0.767, -1.328, 0.317], [-2.329, -0.287, 0.148], [-2.406, 1.643, 0.406], [2.259, 0.434, -1.155], [1.100, 0.398, -2.450], [1.792, -1.101, -1.978], [0.643, 1.715, 1.465], [-0.376, 2.831, 0.566], [1.125, 2.340, -0.072], [-0.395, -1.211, 2.134], [0.121, -2.829, 1.686], [-1.187, -2.051, 0.901], [-0.478, -1.219, -1.354]]}

=====

{"formula": "C5H12NO", "method": "the ωB97M-V functional and the def2-TZVPD basis", "spin_multiplicity": 1, "e_tot_ha": -327.20694, "charge": 1, "gap_ev": [7.96, 8.02], "e_above_lowest_kcal_mol": 158.5, "max_force_ev_per_a": 4.6, "species": ["C", "C", "C", "C", "C", "N", "O", "H", "H", "H", "H", "H", "H", "H", "H", "H", "H", "H", "H"], "positions_angstrom": [[-2.674, 0.102, -0.504], [2.170, -0.700, -0.113], [-0.301, 1.767, -0.242], [0.630, -1.055, -0.001], [-0.199, -0.244, 1.180], [-0.918, 0.854, 0.704], [-2.968, -0.958, 0.063], [-3.288, 0.600, -1.227], [2.303, 0.395, -0.255], [2.748, -1.113, 0.755], [2.704, -1.277, -0.975], [-0.791, 2.654, -0.522], [-0.038, 1.236, -1.204], [0.756, 2.128, -0.070], [0.452, -2.164, 0.035], [0.162, -0.536, -0.973], [-0.843, -0.837, 1.861], [0.580, 0.237, 1.743], [-3.779, -1.348, -0.028]]}